Density functional theory data (the ωB97M-V functional and the def2-TZVPD basis) for a structure of composition C34H46BaClI2N3O5SSiTe.

Geometry as XYZ:
```
95
Properties=species:S:1:pos:R:3:mulliken_charge:R:1
Ba 15.399 14.142 11.472 1.5703
I 11.348 11.954 7.822 -0.1175
C 11.105 13.497 9.260 -0.2704
C 9.820 14.055 9.261 -0.5904
C 9.495 15.039 10.160 -0.2039
I 7.629 15.694 10.302 0.0232
C 10.514 15.549 10.974 1.1123
C 10.388 16.674 11.799 -0.7248
C 11.437 17.103 12.561 -0.9156
C 12.667 16.410 12.531 -0.7361
N 12.854 15.404 11.756 1.0169
C 11.836 14.982 10.956 -0.9797
C 12.188 13.854 10.059 0.1984
O 13.301 13.338 10.143 0.2383
H 9.061 13.756 8.555 0.3185
H 9.394 17.115 11.793 0.0852
H 11.330 18.005 13.139 0.4707
H 13.426 16.663 13.284 0.4893
C 13.109 14.490 15.523 -0.6131
C 13.616 13.096 15.205 0.2060
O 14.303 12.856 14.254 -0.1314
N 13.346 12.219 16.191 0.0093
C 13.625 10.809 16.030 -0.4949
C 14.998 10.543 16.578 0.7230
C 16.023 11.434 16.437 -0.1782
C 17.282 11.000 16.793 -0.5095
C 17.466 9.719 17.258 -0.2552
C 16.328 8.956 17.434 -0.3084
N 15.139 9.297 17.079 -0.5911
H 12.281 14.759 14.787 0.1088
H 13.825 15.262 15.316 -0.0500
H 12.847 14.465 16.594 0.3234
H 12.957 12.609 17.003 0.1935
H 13.593 10.530 14.999 0.0762
H 12.889 10.186 16.509 0.4253
H 16.055 12.488 16.088 0.2297
H 18.219 11.542 16.567 0.3001
H 18.471 9.385 17.646 0.3042
H 16.548 8.032 17.914 0.3789
Cl 16.809 18.451 7.773 -0.2670
C 17.504 17.488 9.164 -0.5974
C 16.697 16.247 9.485 0.8669
O 17.321 15.171 9.604 -0.7446
O 15.442 16.443 9.598 -0.6886
H 17.562 18.165 10.031 0.2917
H 18.535 17.169 8.996 0.3764
Te 16.534 16.950 14.246 -0.2875
C 15.077 18.423 13.532 -0.1943
C 14.800 18.654 12.171 -0.3116
C 13.641 19.489 12.025 -0.5242
C 13.164 20.031 13.184 -0.6325
S 14.022 19.349 14.535 -0.2052
H 15.281 18.175 11.323 0.5279
H 13.340 19.772 11.031 0.4162
H 12.320 20.675 13.371 0.4381
C 17.520 10.926 9.045 -1.3165
Si 17.185 11.189 10.926 -1.0599
C 15.800 9.794 11.120 3.0751
C 15.482 9.421 12.581 -1.8806
C 14.475 10.299 10.482 -2.4041
C 15.990 8.495 10.406 -2.0157
C 18.870 10.544 11.834 2.1721
C 18.807 11.074 13.311 -1.9597
C 19.160 9.029 11.771 -1.7522
C 19.922 11.318 11.121 -1.7681
H 18.165 10.058 8.718 0.3384
H 17.810 11.883 8.611 0.6117
H 16.506 10.720 8.579 -0.0159
H 15.533 10.344 13.224 0.0572
H 16.219 8.768 13.033 0.2937
H 14.499 8.922 12.693 0.5156
H 13.976 11.131 10.948 0.4018
H 13.758 9.463 10.585 0.4651
H 14.458 10.537 9.428 0.2408
H 16.771 7.793 10.859 0.2440
H 16.163 8.626 9.374 0.3949
H 15.063 7.944 10.545 0.6475
H 17.992 10.674 13.865 0.3585
H 18.749 12.190 13.256 0.1681
H 19.682 10.723 13.863 0.4603
H 18.345 8.463 12.283 0.2039
H 20.143 8.863 12.209 0.5738
H 19.166 8.688 10.707 0.2623
H 19.738 12.406 11.222 0.3307
H 19.986 11.037 10.050 0.3914
H 20.991 11.184 11.486 0.3476
C 15.893 14.565 5.631 -1.3536
C 16.096 13.433 6.609 0.5924
O 16.386 12.149 5.994 -0.6663
H 15.500 15.433 6.167 0.2866
H 15.172 14.170 4.852 0.3251
H 16.803 14.789 5.173 0.3926
H 15.141 13.293 7.074 0.0570
H 16.877 13.724 7.391 0.0606
H 16.588 11.547 6.755 0.3282
```

gap between HOMO and LUMO: 4.90 eV
net charge: -2

=====

Density functional theory data (the ωB97M-V functional and the def2-TZVPD basis) for a cluster of 6 separate species, C12H36O8S5Si in total.

Geometry as XYZ:
```
62
Properties=species:S:1:pos:R:3:nbo_charge:R:1
O 3.048 -2.827 7.851 -0.5361
C 2.048 -2.439 7.436 0.8089
O 2.019 -1.369 6.586 -0.7316
C 0.758 -3.087 7.829 -0.9995
Si -0.805 -2.490 6.934 1.4106
O -1.550 -1.419 7.986 -1.0862
H 2.142 -0.579 7.122 0.4943
H 0.636 -2.855 8.876 0.2717
H 0.850 -4.153 7.793 0.2625
H -1.719 -3.629 6.684 -0.2305
H -0.453 -1.808 5.690 -0.1631
H -2.500 -1.367 7.849 0.4943
C 0.074 -0.513 1.940 -0.8244
S -1.583 -1.107 2.280 1.2387
O -1.710 -1.271 3.759 -1.0077
C -1.322 -2.735 1.580 -0.8463
H 0.165 0.499 2.326 0.2359
H 0.806 -1.155 2.430 0.2347
H 0.236 -0.509 0.864 0.2535
H -0.498 -3.230 2.096 0.2240
H -1.098 -2.625 0.518 0.2591
H -2.234 -3.317 1.707 0.2281
C 2.446 2.989 -0.246 -0.8268
S 3.010 1.286 -0.311 1.2485
O 2.554 0.629 0.942 -0.9904
C 4.758 1.656 -0.113 -0.8311
H 1.360 2.987 -0.311 0.2334
H 2.754 3.446 0.695 0.2314
H 2.855 3.544 -1.090 0.2396
H 4.915 2.198 0.819 0.2326
H 5.102 2.248 -0.961 0.2279
H 5.300 0.712 -0.084 0.2401
C -0.154 -4.030 -3.020 -0.8326
S 0.758 -2.768 -2.123 1.2538
O -0.246 -1.850 -1.512 -1.0053
C 1.402 -1.941 -3.578 -0.8357
H -0.680 -4.644 -2.292 0.2376
H -0.871 -3.557 -3.692 0.2475
H 0.545 -4.648 -3.583 0.2300
H 0.573 -1.618 -4.206 0.2375
H 2.051 -2.620 -4.130 0.2318
H 1.978 -1.076 -3.252 0.2362
C -3.271 -0.207 -7.378 -0.8316
S -1.638 -0.438 -6.662 1.2518
O -1.507 -1.877 -6.311 -0.9906
C -1.981 0.448 -5.134 -0.8330
H -3.294 -0.724 -8.335 0.2422
H -4.025 -0.629 -6.714 0.2323
H -3.451 0.857 -7.533 0.2281
H -2.822 -0.018 -4.620 0.2353
H -2.202 1.490 -5.362 0.2256
H -1.094 0.393 -4.506 0.2418
C -1.675 5.079 -2.632 -0.8338
S -0.801 6.117 -1.452 1.2575
O 0.653 5.937 -1.704 -0.9887
C -1.212 5.134 -0.003 -0.8311
H -1.516 5.494 -3.625 0.2395
H -1.280 4.063 -2.590 0.2280
H -2.740 5.083 -2.399 0.2289
H -0.852 4.114 -0.136 0.2265
H -2.291 5.139 0.145 0.2313
H -0.724 5.586 0.858 0.2433
```

gap between HOMO and LUMO: 8.37 eV
net charge: 0

=====

Density functional theory data (the ωB97M-V functional and the def2-TZVPD basis) for a structure of composition C27H26Cl2N8OPbSSe.

Geometry as XYZ:
```
67
Properties=species:S:1:pos:R:3:nbo_charge:R:1
Pb -14.181 -13.637 8.154 1.3843
N -18.324 -17.064 17.535 -0.2233
C -17.908 -16.501 16.614 0.2387
C -17.397 -15.762 15.499 -0.1537
C -17.820 -14.467 15.287 -0.1273
C -17.279 -13.739 14.231 -0.2324
C -16.346 -14.327 13.400 0.2146
C -15.944 -15.642 13.563 -0.2565
C -16.475 -16.367 14.637 -0.1154
N -15.761 -13.543 12.343 -0.3350
C -15.905 -12.160 12.181 -0.0568
C -15.271 -11.860 11.000 -0.0658
N -14.757 -13.028 10.436 -0.6338
C -15.118 -14.024 11.257 0.2039
H -18.560 -14.009 15.942 0.2552
H -17.647 -12.740 14.037 0.2294
H -15.260 -16.123 12.889 0.2173
H -16.183 -17.415 14.754 0.2483
H -16.370 -11.497 12.914 0.2593
H -15.198 -10.899 10.551 0.2336
H -14.937 -15.080 11.034 0.2276
Se -12.229 -17.735 7.049 1.0865
N -11.160 -17.944 8.468 -0.5363
C -11.318 -16.913 9.230 0.1118
C -10.664 -16.646 10.473 -0.0826
C -10.971 -15.497 11.163 -0.2551
C -11.876 -14.544 10.593 0.1490
N -12.484 -14.716 9.425 -0.6190
C -12.259 -15.895 8.741 0.2567
N -12.889 -16.151 7.608 -0.6882
H -9.934 -17.311 10.923 0.2622
H -10.531 -15.255 12.107 0.2540
H -12.009 -13.589 11.070 0.2289
Cl -16.136 -17.667 5.463 0.0037
C -17.358 -16.515 5.939 -0.3965
Cl -17.176 -15.942 7.629 -0.0517
H -18.336 -17.019 5.877 0.2471
H -17.334 -15.668 5.256 0.2310
C -7.188 -9.183 6.018 -0.5984
C -8.676 -8.955 6.258 -0.4072
C -9.202 -10.133 7.080 -0.2357
N -10.649 -10.342 6.990 -0.4943
C -11.263 -11.491 7.138 0.3703
S -12.878 -11.730 6.632 -0.2509
N -10.551 -12.566 7.576 -0.6763
C -9.755 -12.788 8.710 0.6790
O -9.296 -13.894 8.857 -0.5559
C -9.640 -11.758 9.755 -0.1283
C -8.427 -11.641 10.428 -0.1732
C -8.388 -10.800 11.531 -0.1968
C -9.472 -10.032 11.925 -0.1733
C -10.674 -10.141 11.208 -0.1897
C -10.737 -10.997 10.119 -0.2509
H -6.700 -8.326 5.564 0.2428
H -7.106 -10.058 5.349 0.2122
H -6.737 -9.446 6.976 0.2074
H -9.240 -8.899 5.285 0.2082
H -8.898 -8.030 6.749 0.2178
H -8.937 -9.965 8.121 0.2232
H -8.756 -11.078 6.751 0.2144
H -11.217 -9.573 6.656 0.4365
H -10.776 -13.446 7.117 0.4381
H -7.598 -12.266 10.134 0.2464
H -7.448 -10.741 12.107 0.2418
H -9.404 -9.368 12.784 0.2424
H -11.555 -9.626 11.568 0.2279
H -11.676 -11.001 9.587 0.2089
```

gap between HOMO and LUMO: 6.88 eV
net charge: +2

=====

Density functional theory data (the ωB97M-V functional and the def2-TZVPD basis) for a structure of composition C4H6O2.

Geometry as XYZ:
```
12
Properties=species:S:1:pos:R:3:nbo_charge:R:1
C -1.376 1.232 0.778 -0.0691
O -0.168 1.923 0.637 -0.4619
C -0.303 0.708 -0.100 -0.1008
C 0.355 -0.464 0.458 -0.0065
C 0.676 -1.489 -0.566 -0.1699
O 1.902 -0.726 -0.624 -0.6223
H -1.533 0.761 1.747 0.1984
H -2.250 1.674 0.303 0.1891
H -0.400 0.862 -1.179 0.1885
H 2.060 -0.518 0.341 0.4949
H 0.204 -1.441 -1.553 0.1756
H 0.832 -2.522 -0.242 0.1841
```

gap between HOMO and LUMO: 9.40 eV
net charge: 0

=====

| no. | highest occupied orbital energy (eV) |
| --- | --- |
| 1 | -1.6 |
| 2 | -8.2 |
| 3 | -13.9 |
| 4 | -9.1 |